1.
This record from the Open Molecules 2025 dataset describes an isolated molecule of C9H16O at a distorted geometry. The level of theory is ωB97M-V/def2-TZVPD.

```
26
C9H16O ωB97M-V/def2-TZVPD
C -0.91292 -0.54888 -0.67815
C -1.11623 -0.49843 -2.19617
C -2.13729 -0.12855 0.06685
C 1.95310 0.14664 1.94426
C 1.60086 -0.11152 -0.97801
C 0.51909 0.12971 1.53083
C 0.34100 0.38992 -0.27315
C -0.56376 0.04793 2.19952
C 0.14429 1.77395 -0.36103
O -0.60361 -1.90963 -0.37210
H -0.53529 -1.98675 0.58843
H -0.94081 -0.24699 3.15826
H -1.72073 0.02184 1.22621
H -2.05009 -0.99548 -2.45742
H -0.30584 -1.01874 -2.70362
H -1.15766 0.53584 -2.53159
H -2.90018 -0.90224 0.08657
H -2.52695 0.84481 -0.22333
H 2.43593 1.04635 1.55625
H 2.49059 -0.71572 1.54657
H 2.03585 0.14028 3.03042
H 2.48398 0.42581 -0.63938
H 1.52271 0.06042 -2.05053
H 1.73574 -1.17941 -0.81744
H -0.71075 2.25284 0.08927
H 0.91898 2.42601 -0.74151
```

Its relative energy (zero: lowest compared OMol25 entry of this formula, charge and spin) is 111.2 kcal per mole. The value obtained for the total energy is -427.56764 hartree. The max |F| comes out at 1.6 eV/A. Its highest occupied orbital energy (alpha / beta) is -7.293 / -7.579 eV. The value obtained for the gap between HOMO and LUMO (alpha / beta) is 7.44 / 7.64 eV.

2.
This record from the Open Molecules 2025 dataset describes a cluster of 2 separate species, C4H14N2Se in total at a distorted geometry. The level of theory is ωB97M-V/def2-TZVPD.

```
21
C4H14N2Se ωB97M-V/def2-TZVPD
C 2.87058 -0.73613 0.08720
C 0.53357 -0.27756 -0.77849
C -2.21357 0.17377 0.39036
C 1.64282 0.25080 0.13213
N -4.38968 -0.72108 0.33526
N 2.16587 1.55943 -0.41156
Se -1.06936 0.97797 -0.75585
H 3.51265 -0.63390 0.98493
H 2.67943 -1.84844 0.28219
H 3.37500 -0.71982 -0.85390
H 0.94847 -0.42076 -1.77973
H 0.31381 -1.23630 -0.43732
H -2.57980 0.82210 1.16558
H -2.22711 -0.93563 0.68755
H 1.25209 0.49666 1.06747
H -5.15933 -0.14019 0.10601
H -4.39415 -0.66729 1.36330
H -4.42821 -1.66768 0.13278
H 3.11315 1.64467 -0.13281
H 1.77949 2.53320 -0.13771
H 2.27425 1.54617 -1.44739
```

Its relative energy (zero: lowest compared OMol25 entry of this formula, charge and spin) is 40.9 kcal per mole. The value obtained for the total energy is -2671.01851 hartree. The max |F| comes out at 4.0 eV/A. Its highest occupied orbital energy (alpha / beta) is -17.597 / -17.598 eV. Its net charge is +2. The value obtained for the gap between HOMO and LUMO (alpha / beta) is 8.37 / 8.37 eV.

3.
This record from the Open Molecules 2025 dataset describes an isolated molecule of C13H19NO. The level of theory is ωB97M-V/def2-TZVPD.

```
34
C13H19NO ωB97M-V/def2-TZVPD
C 4.42594 2.03633 -0.14701
H 5.27094 1.39123 0.11554
O 3.23927 1.61362 0.47723
C 2.76414 0.36631 0.19645
C 1.58922 0.00633 0.85783
C 1.00907 -1.23290 0.65789
C 1.61031 -2.12663 -0.22468
C 2.77307 -1.77591 -0.87961
C 3.35709 -0.53473 -0.67893
H 4.26584 -0.28844 -1.20506
H 3.24086 -2.47351 -1.55918
H 1.16650 -3.09824 -0.38894
C -0.30289 -1.58865 1.31409
N -1.44111 -1.50165 0.40714
H -1.26433 -2.09748 -0.39714
C -1.74161 -0.15623 -0.05745
C -2.73863 -0.19612 -1.22182
H -2.24315 -0.29882 -2.18702
C -3.51493 1.10761 -1.08546
H -4.44472 1.10552 -1.65289
H -2.90141 1.94305 -1.42757
C -3.74360 1.20331 0.42099
H -4.58129 0.56358 0.70063
H -3.96897 2.21884 0.74435
C -2.44525 0.67054 1.04258
H -1.80700 1.49084 1.37001
H -2.65577 0.03574 1.90164
H -3.41018 -1.04423 -1.07841
H -0.82803 0.37085 -0.38401
H -0.26675 -2.61808 1.68368
H -0.49318 -0.92364 2.15883
H 1.14837 0.72002 1.53714
H 4.31906 2.06922 -1.23641
H 4.61313 3.04234 0.22552
```

Its relative energy (zero: lowest compared OMol25 entry of this formula, charge and spin) is 30.7 kcal per mole. The value obtained for the total energy is -636.74161 hartree. The max |F| comes out at 0.4 eV/A. Its highest occupied orbital energy is -8.414 eV. The structure (SMILES) is COc1cccc(CNC2CCCC2)c1. The value obtained for the gap between HOMO and LUMO is 9.30 eV.

4.
This record from the Open Molecules 2025 dataset describes a structure of composition C3H2IrLiO3 at a distorted geometry. The level of theory is ωB97M-V/def2-TZVPD.

```
10
C3H2IrLiO3 ωB97M-V/def2-TZVPD
O 1.04902 -1.98791 -0.20689
O 0.37584 0.57053 0.25686
C 0.14179 1.84647 -0.02186
C -0.70838 -0.39448 0.10279
O -0.92739 2.19247 -0.53956
C -0.25279 -1.66019 0.07683
Ir 1.73035 2.97000 0.37964
H -0.87772 -2.51663 0.33879
H 1.54462 -1.73058 0.61576
Li -2.07535 0.71032 -1.00236
```

Its relative energy (zero: lowest compared OMol25 entry of this formula, charge and spin) is 0.0 kcal per mole. The value obtained for the total energy is -452.17118 hartree. The max |F| comes out at 4.2 eV/A. Its highest occupied orbital energy (alpha / beta) is -18.835 / -18.992 eV. Its net charge is +2. The value obtained for the gap between HOMO and LUMO (alpha / beta) is 8.51 / 6.19 eV. As for the spin multiplicity: 5.

5.
This record from the Open Molecules 2025 dataset describes a structure of composition C30H48P2Sc at a distorted geometry. The level of theory is ωB97M-V/def2-TZVPD.

```
81
C30H48P2Sc ωB97M-V/def2-TZVPD
Sc 2.24231 1.59393 -1.46828
C -0.36769 0.38956 1.79157
C -1.29439 1.29365 1.20910
C -1.15958 -0.58535 -0.13592
C -0.26152 -0.75687 0.94642
C -1.75056 0.70981 -0.00796
C 0.42829 0.62711 3.00637
H 0.18886 1.58829 3.48377
H 1.49831 0.65919 2.76246
H 0.30779 -0.16439 3.75967
C 0.72890 -1.84131 1.07273
H 1.22848 -1.81576 2.04984
H 1.51254 -1.76052 0.29822
H 0.26761 -2.83089 0.95086
C -1.43319 -1.51831 -1.24872
H -0.70078 -2.33464 -1.27054
H -1.41075 -0.99531 -2.22014
H -2.43679 -1.96994 -1.16770
C -2.58908 1.34296 -1.04632
H -3.43270 0.70849 -1.36605
H -1.99699 1.53645 -1.98907
H -2.99915 2.31153 -0.70641
C -1.68281 2.60349 1.77378
H -2.39531 2.49682 2.60328
H -2.15077 3.25013 1.02536
H -0.81245 3.13333 2.18171
C 3.41350 1.43997 0.12137
C 3.68408 2.89446 0.06092
C 2.96506 4.13533 -0.33913
C 1.42529 4.20947 -0.30819
C 0.74532 3.00562 -1.02627
C 0.95889 2.79985 -2.50111
C 2.16091 3.06329 -3.36255
C 3.44187 2.24610 -3.10702
H 3.29565 4.39741 -1.36608
H 1.15673 5.11060 -0.88535
H 3.31832 4.96502 0.29532
H 4.27686 2.81683 -2.69294
H 3.84828 0.81585 -0.72521
H 4.73052 3.10246 -0.21154
H 3.72460 1.55780 -3.89495
H 1.80834 2.78432 -4.37418
H 0.04187 2.92018 -3.06257
H 2.44030 4.14331 -3.42512
H 1.04171 4.30414 0.73173
H -0.35058 3.12314 -0.94382
P 4.19332 2.52438 2.35522
C 5.86181 2.14780 2.82274
C 2.83401 3.48704 3.02301
P -1.98713 1.74340 -4.34628
C 3.57430 1.08635 1.53979
C -2.60911 3.44726 -4.57748
C -0.73419 1.89014 -5.66536
H 6.10085 1.13218 2.48029
H 5.83479 2.17094 3.91772
H 6.57290 2.86825 2.40254
H 1.90101 3.38693 2.43893
H 3.10758 4.55643 3.07154
H 2.66502 3.05750 4.02179
H 0.11760 2.43676 -5.23106
H -1.14998 2.43728 -6.52819
H -0.39648 0.89532 -5.99309
H 3.20269 0.20677 2.04271
H 0.85474 2.06064 -0.34665
H -3.70913 3.45874 -4.51256
H -2.29133 3.87408 -5.54479
H -2.18827 4.03450 -3.74409
C 1.69398 -0.34843 -2.67755
C 2.34557 -1.58084 -2.22314
C 1.64516 -2.80918 -2.27987
C 2.17184 -3.97654 -1.73483
C 3.45208 -3.96531 -1.15200
C 4.19436 -2.78319 -1.14809
C 3.66662 -1.61010 -1.69359
H 2.12943 0.04152 -3.61837
H 0.61348 -0.48046 -2.80022
H 0.67521 -2.81936 -2.78842
H 1.59304 -4.90131 -1.77410
H 3.86711 -4.88197 -0.73220
H 5.20600 -2.78602 -0.72990
H 4.27072 -0.69968 -1.72123
```

Its relative energy (zero: lowest compared OMol25 entry of this formula, charge and spin) is 226.5 kcal per mole. The value obtained for the total energy is -2614.60526 hartree. The max |F| comes out at 6.9 eV/A. Its highest occupied orbital energy (alpha / beta) is -8.918 / -8.915 eV. Its net charge is +1. The value obtained for the gap between HOMO and LUMO (alpha / beta) is 3.49 / 3.47 eV.